Density functional theory data (ωB97M-V/def2-TZVPD) for a gas-phase ion, C9H19N4O2 (charge +1) at a distorted geometry.

```
34
Properties=species:S:1:pos:R:3:forces:R:3:nbo_charge:R:1
H 0.640791 2.460560 -0.651755 0.3 -0.2 0.2 0.39
N 0.127399 1.601130 -0.501500 -0.9 0.4 0.0 -0.73
C 0.721619 0.538354 -0.217434 0.6 -0.2 -1.0 0.59
O 2.037870 0.275282 -0.148970 -0.6 0.8 0.7 -0.52
C 2.868464 1.444871 -0.327386 -0.1 1.3 -0.5 -0.09
C 4.255208 1.062985 0.136278 1.5 3.2 -3.3 -0.64
C -0.082432 -0.736128 -0.043444 3.7 -2.2 3.9 0.09
N 0.180710 -1.043264 1.552987 -3.6 0.6 -1.7 -0.44
C 1.146245 -1.595434 2.110501 -0.7 1.0 1.6 -0.03
N 0.376360 -1.802953 -0.901616 -0.7 1.6 -0.6 -0.64
C -0.291785 -3.122247 -0.810401 1.1 2.4 2.1 -0.41
C -1.495779 -0.380742 -0.202370 -0.4 0.3 -1.5 0.77
N -1.900637 -0.452810 -1.467935 0.0 0.1 2.9 -0.74
O -2.104748 0.064604 0.800699 -0.6 0.4 0.2 -0.37
C -3.448019 0.550016 0.663509 -2.9 1.0 1.2 -0.11
C -3.556582 2.098815 0.406405 4.0 -2.1 -3.7 -0.62
H 2.660323 1.764988 -1.462252 1.2 -0.5 2.4 0.20
H 2.638761 2.352781 0.352905 -0.6 -1.6 -1.0 0.20
H 4.966741 1.926853 -0.207406 -1.3 -1.1 1.4 0.23
H 4.441759 0.719554 1.096037 -0.4 0.2 2.3 0.23
H 4.719598 0.325785 -0.416072 0.4 -2.1 -1.8 0.22
H 1.028803 -1.713757 3.247520 0.5 -0.1 -1.7 0.21
H 2.063679 -1.710447 1.621578 1.7 -1.0 -0.6 0.16
H 1.373173 -1.811625 -0.843536 0.5 -0.2 -0.2 0.40
H 0.417610 -3.810628 -1.210149 0.2 -1.0 0.4 0.23
H -0.615681 -3.140898 0.250932 0.2 -1.4 -0.6 0.20
H -1.116463 -3.055043 -1.429443 -1.8 -0.4 -1.2 0.19
H -2.603306 0.198732 -1.767260 -0.1 -0.1 -0.7 0.44
H -1.077004 -0.802815 -1.920463 0.1 -0.1 -1.9 0.45
H -4.035473 -0.052940 -0.088206 0.8 0.5 0.7 0.20
H -3.910204 0.364109 1.692082 0.7 0.0 -1.5 0.24
H -2.949670 2.357172 -0.593919 -1.2 -0.7 1.8 0.20
H -4.492487 2.481886 0.191533 -2.1 0.3 0.2 0.24
H -2.984850 2.643245 1.088561 0.4 0.8 1.6 0.24
```
Forces are in eV/Å.

Properties
Total energy ... -723.4650 Eh
HOMO level ... -12.052 eV
Energy above the lowest of the compared OMol25 structures with the same formula, charge and spin ... 1.0 kcal/mol
Orbital gap ... 0.324 Eh
Charge ... +1



Density functional theory data (ωB97M-V/def2-TZVPD) for C2H4NOP in the gas phase at a distorted geometry.

```
9
Properties=species:S:1:pos:R:3:forces:R:3:nbo_charge:R:1
N 2.315205 0.960305 -0.070008 0.9 1.3 0.3 -0.27
C 1.532852 0.137402 -0.027602 0.0 -1.5 -0.4 0.22
C 0.615616 -0.980213 -0.234862 -1.8 1.1 0.4 -0.15
O -0.753475 -0.406872 -0.046288 1.5 -2.5 0.1 -0.83
P -1.302949 1.124157 -0.156238 -0.8 0.7 0.5 0.65
H 0.765282 -1.328733 -1.302487 -0.4 0.1 1.4 0.24
H 0.714134 -1.777862 0.564788 0.0 0.9 -1.3 0.25
H -2.652814 0.622416 0.043522 0.6 0.6 -0.1 -0.04
H -1.233855 1.649399 1.229179 0.1 -0.6 -0.8 -0.07
```
Forces are in eV/Å.

Properties
Total energy ... -549.8941 Eh
HOMO level ... -9.365 eV
Energy above the lowest of the compared OMol25 structures with the same formula, charge and spin ... 29.2 kcal/mol
Orbital gap ... 0.363 Eh